{"formula": "C2H3NOS2", "method": "wB97M-V/def2-TZVPD", "elements": ["C", "C", "H", "H", "H", "N", "O", "S", "S"], "xyz": [[-0.51, 0.47, 1.14], [-0.47, -0.38, -1.15], [2.04, -1.31, -0.27], [-1.56, 0.76, 1.06], [-1.45, -0.12, -0.87], [0.16, 0.20, -0.02], [1.49, 0.40, 0.04], [0.23, 1.05, 2.48], [0.08, -1.07, -2.40]], "e_tot_ha": -1004.13171, "e_above_lowest_kcal_mol": 160.5, "homo_energy_ev": -8.923, "homo_lumo_gap_ev": 6.609}